C4H6N2S | ωB97M-V/def2-TZVPD

```
13
Properties=species:S:1:pos:R:3:nbo_charge:R:1
C -1.58366 2.24272 -0.23893 0.219
C 0.42939 0.04269 1.18757 -0.060
C -0.62836 -0.79388 -0.85283 -0.399
C -0.36522 2.00330 -0.89259 -0.723
N -2.54784 2.48669 0.32279 -0.411
N 0.42023 -0.72683 0.11461 -0.460
S -0.41886 0.65284 -2.04021 0.236
H 1.29534 0.07606 1.81039 0.213
H -0.45963 0.60000 1.28658 0.233
H -0.50621 -1.45141 -1.71899 0.248
H -1.72782 -0.87156 -0.51705 0.245
H 0.41947 2.67761 -0.78774 0.236
H 1.29595 -1.28517 0.04059 0.422
```

Values from the calculation:
HOMO-LUMO gap (alpha / beta): 6.716 / 6.430 eV
E_HOMO (alpha / beta): -7.26 / -7.14 eV
Strongest force on any atom: 0.06005 hartree/bohr
ΔE to the lowest compared entry with this formula, charge and spin: 90.47 kcal per mole
Multiplicity: 1
Energy: -18057.0503 eV


CH4N2OS | ωB97M-V/def2-TZVPD

```
9
Properties=species:S:1:pos:R:3:nbo_charge:R:1
N 2.51894 -1.01190 0.25403 -0.775
C 2.20331 0.12540 0.01461 0.865
O 2.09879 1.26198 -0.20292 -0.510
H 2.10889 -1.85430 0.00020 0.416
N -2.22775 0.66119 0.15146 -0.965
S -1.17299 -0.61523 -0.31687 0.127
H -3.17853 0.48579 0.31674 0.375
H -1.93295 0.99419 1.07822 0.364
H -0.41771 -0.04712 -1.29547 0.103
```

Values from the calculation:
HOMO-LUMO gap: 10.025 eV
E_HOMO: -9.48 eV
Strongest force on any atom: 0.05332 hartree/bohr
SMILES: N=C=O.NS
ΔE to the lowest compared entry with this formula, charge and spin: 26.63 kcal per mole
Multiplicity: 1
Energy: -16964.0343 eV


C95H221N15O15 | ωB97M-V/def2-TZVPD

```
346
Properties=species:S:1:pos:R:3:mulliken_charge:R:1
C 15.79892 22.25627 19.67913 -0.855
C 15.58931 21.81113 18.17777 2.468
C 15.37030 20.29989 18.06024 -0.662
C 13.99692 19.93883 18.65427 0.423
C 12.94953 20.69208 17.89206 -0.970
C 13.11489 22.18486 17.92470 2.208
N 14.45457 22.47389 17.45245 0.303
O 14.65210 23.87915 17.37357 -0.551
C 12.08265 22.71733 16.88654 -1.826
C 12.69090 22.78531 19.24003 -1.807
C 16.90083 22.02962 17.44368 -1.617
H 14.99191 21.93833 20.31269 0.106
H 16.04365 23.32091 19.81279 0.593
H 16.71961 21.77720 20.02484 -0.325
H 15.37076 19.92164 17.03157 -0.364
H 16.20861 19.78522 18.55113 0.077
H 14.04297 20.24714 19.68276 0.188
H 13.80036 18.88214 18.54796 -0.553
H 11.92336 20.39810 18.13218 0.489
H 13.04924 20.42338 16.83500 -0.625
H 11.05240 22.47968 17.16727 0.415
H 12.13498 23.78955 16.66385 0.399
H 12.26886 22.30261 15.87875 0.284
H 13.18701 23.70876 19.48032 0.158
H 11.66555 23.07298 19.22920 0.517
H 12.85220 22.01269 19.96387 0.360
H 17.73808 21.79880 18.08161 0.238
H 17.06347 23.10938 17.22497 0.477
H 17.05102 21.53341 16.49129 -0.027
H 14.68136 24.25950 18.26550 0.394
C 26.95880 20.88968 23.56274 -2.112
C 25.88173 20.36352 22.65522 2.005
C 24.70354 21.28940 22.95836 -1.765
C 23.60334 21.29981 21.93020 1.957
C 24.22095 21.66530 20.61927 -1.681
C 25.35928 20.75110 20.13496 1.913
N 26.33465 20.66913 21.26454 0.240
O 27.47633 20.02385 20.91249 -0.521
C 24.79799 19.38474 19.59559 -0.386
C 25.90215 21.45098 18.88856 -2.105
C 25.56002 18.87568 22.99924 -0.978
H 26.54189 21.06050 24.54843 0.280
H 27.32057 21.89897 23.28386 0.487
H 27.85325 20.29832 23.55667 0.434
H 24.43776 21.04579 24.00675 -0.276
H 25.14914 22.30976 22.97773 0.683
H 22.85608 22.02791 22.25204 -0.378
H 23.12983 20.31974 21.92039 -0.854
H 24.60238 22.69304 20.79020 0.542
H 23.43906 21.79724 19.83769 0.113
H 24.33574 19.67605 18.65441 0.143
H 25.57931 18.64356 19.44847 0.577
H 24.08196 18.89619 20.27077 -0.513
H 25.11235 21.48607 18.12779 0.274
H 26.21319 22.49331 19.04885 0.440
H 26.76336 20.90853 18.51334 0.440
H 25.28839 18.85532 24.07491 -0.148
H 26.38521 18.17086 22.81355 0.551
H 24.76586 18.47437 22.40039 0.046
H 27.24288 19.08386 20.77459 0.383
C 15.37233 10.52263 21.28332 -1.841
C 15.55069 12.01442 20.80699 0.988
C 16.95169 12.34490 20.24288 -0.287
C 17.20111 11.77968 18.82763 -1.371
C 16.08425 12.36865 17.96778 -0.752
C 14.68176 12.02040 18.38247 1.527
N 14.55208 12.41849 19.78705 1.623
O 13.27197 12.00632 20.26868 -0.667
C 13.78922 12.98086 17.48973 -1.877
C 14.28610 10.59269 18.00700 -2.013
C 15.35182 12.92895 22.01233 -1.485
H 16.04086 10.18289 22.09497 0.401
H 15.66702 9.88316 20.49497 0.372
H 14.35459 10.36778 21.62557 0.429
H 17.17850 13.41740 20.20119 -0.472
H 17.66054 11.87011 20.99342 0.486
H 17.06113 10.69110 18.85600 0.703
H 18.23063 11.99326 18.49124 0.277
H 16.14373 12.06069 16.94594 0.742
H 16.17441 13.45684 18.04055 -0.221
H 13.83911 12.63554 16.46048 0.551
H 12.71585 13.01297 17.69944 0.374
H 14.11507 14.01089 17.58459 0.112
H 13.45682 10.29627 18.61425 0.470
H 13.89422 10.62807 16.98651 0.511
H 15.09954 9.86197 18.11673 0.329
H 16.04315 12.60928 22.79603 0.515
H 14.32083 12.84261 22.38823 0.662
H 15.62460 13.97929 21.81804 -0.305
H 12.79861 12.86734 20.34045 0.453
C 18.77007 22.98923 22.25012 -1.682
C 19.93377 23.89368 22.06923 2.428
C 20.64637 23.35485 20.84545 -0.226
C 21.68058 24.28796 20.28702 -0.470
C 21.03855 25.61216 19.98430 -1.641
C 20.38821 26.23759 21.26229 1.796
N 19.42016 25.23485 21.71810 0.372
O 18.73456 25.76818 22.84355 -0.535
C 21.39688 26.77770 22.28707 -1.759
C 19.52528 27.42790 20.77050 -1.903
C 20.81176 23.79819 23.31561 -0.427
H 18.14240 23.07397 21.35408 0.095
H 18.19956 23.15130 23.19522 0.611
H 19.09420 21.97230 22.37512 -0.155
H 21.09211 22.37892 21.02671 -0.624
H 19.91962 23.30141 20.03290 0.237
H 22.15324 23.78279 19.40148 0.416
H 22.52287 24.41209 20.95267 0.233
H 20.24012 25.56878 19.24023 0.336
H 21.81749 26.32912 19.67748 0.458
H 21.73201 27.73176 21.92075 0.470
H 20.92444 26.90109 23.25599 0.366
H 22.34500 26.24992 22.44648 0.296
H 20.08022 28.04813 20.06170 0.418
H 18.64755 27.06208 20.24780 0.447
H 19.24919 28.07876 21.58554 0.382
H 20.66847 22.82130 23.81305 -0.907
H 20.46352 24.49490 24.08241 0.636
H 21.86888 23.98112 23.18448 0.183
H 17.83445 25.47282 22.81896 0.338
C 22.30896 21.81332 26.23396 -1.760
C 21.92942 20.39580 26.65434 1.909
C 21.62189 19.57703 25.34144 0.229
C 21.50942 18.08028 25.48354 1.520
C 22.80432 17.56926 26.07925 -1.503
C 23.08993 18.30996 27.42335 2.208
N 23.11292 19.77214 27.18855 0.621
O 23.44757 20.40061 28.46787 -0.570
C 22.14024 17.78464 28.45659 -2.002
C 24.49164 17.89337 27.79135 -1.946
C 20.72614 20.49773 27.59513 -1.650
H 23.17591 21.93434 25.57148 0.310
H 22.41652 22.52873 27.05570 0.512
H 21.45831 22.18432 25.63826 0.283
H 20.72578 20.03569 24.89126 0.006
H 22.50406 19.81291 24.67940 -0.669
H 21.28477 17.52851 24.55855 -0.439
H 20.74077 17.94746 26.23985 -0.557
H 23.61225 17.84313 25.40120 -0.284
H 22.78587 16.47680 26.24100 0.562
H 22.31994 18.34861 29.37618 0.433
H 21.09775 17.84835 28.23717 0.241
H 22.36774 16.74933 28.69574 0.426
H 25.25546 18.27602 27.11259 0.263
H 24.73969 18.24304 28.80760 0.479
H 24.54900 16.79696 27.86725 0.367
H 20.98079 20.64144 28.62875 0.324
H 20.07044 19.61677 27.60942 0.263
H 20.09981 21.36280 27.38970 0.383
H 24.25386 20.89549 28.19719 0.342
C 20.44509 15.49853 17.70686 0.162
C 19.31398 16.49633 18.04624 2.865
C 18.39555 15.90113 19.12081 0.024
C 19.01004 15.84790 20.49623 0.265
C 19.40878 17.29386 20.83074 0.107
C 20.36188 17.95870 19.76930 2.038
N 19.73250 17.80501 18.47462 1.279
O 20.41244 18.48456 17.48012 -0.110
C 20.37948 19.44906 20.15916 -1.103
C 21.78912 17.44219 19.83515 0.320
C 18.46806 16.69290 16.77972 -1.523
H 20.12692 14.78375 16.92032 -0.453
H 20.86798 14.96262 18.54577 -0.103
H 21.31308 15.99419 17.26965 -0.489
H 17.43955 16.42358 19.14009 -0.193
H 18.18022 14.88440 18.77554 -1.029
H 19.92249 15.24632 20.48500 -0.766
H 18.35382 15.53389 21.32600 0.448
H 19.86882 17.34901 21.82864 -0.335
H 18.49124 17.88544 20.87640 -0.443
H 21.07682 19.95914 19.49111 0.629
H 19.34922 19.87710 20.14158 -0.089
H 20.78323 19.67740 21.15504 -0.278
H 21.92316 16.36098 19.70404 -0.807
H 22.33049 17.93614 19.02236 -0.145
H 22.24892 17.80496 20.77747 -0.166
H 18.03510 15.76082 16.41534 -0.451
H 18.92374 17.16616 15.92357 -0.343
H 17.63141 17.31832 17.15038 0.232
H 21.33743 18.15667 17.38156 0.034
C 19.92383 21.66126 11.01644 -2.150
C 19.70157 20.66341 12.18741 2.340
C 18.43448 21.08450 12.93855 -2.114
C 17.96332 20.07241 13.92428 2.279
C 17.78462 18.72789 13.15151 -1.218
C 19.04535 18.20661 12.36667 2.231
N 19.38351 19.35334 11.52152 0.012
O 20.57489 19.05800 10.74211 -0.468
C 20.12289 17.73700 13.33504 -0.329
C 18.46803 17.07775 11.51209 -1.891
C 20.93241 20.71579 13.03995 -1.192
H 19.65863 22.66663 11.35893 0.438
H 19.24417 21.39615 10.21661 0.471
H 20.88890 21.61485 10.54657 0.400
H 18.63785 22.07491 13.35287 0.508
H 17.62987 21.15340 12.19788 0.359
H 16.99175 20.37193 14.37178 -1.059
H 18.69962 19.86956 14.71549 -0.778
H 16.94534 18.82271 12.43499 0.759
H 17.57346 17.97029 13.92387 -0.317
H 20.15085 18.26198 14.29457 -0.332
H 20.08260 16.67049 13.48737 -0.199
H 21.10741 18.00578 12.92808 0.368
H 19.18335 16.69578 10.77891 0.495
H 18.21615 16.17654 12.06930 0.186
H 17.57083 17.28901 10.96461 0.428
H 21.24065 21.77619 13.14240 0.508
H 21.67184 20.19928 12.45701 0.433
H 20.79416 20.27601 14.02281 -0.481
H 20.32797 19.06749 9.80734 0.362
C 19.17679 13.31582 23.58718 -0.286
C 18.88496 14.65823 24.35401 2.098
C 17.48825 14.60536 24.90524 -1.112
O 17.20880 15.87423 25.47996 -0.277
C 15.99089 15.82054 26.25294 -1.063
N 19.89566 14.85080 25.34333 -0.299
H 20.14086 13.47786 23.14462 -0.361
H 18.52094 13.21194 22.70777 -0.295
H 19.05900 12.39836 24.19715 0.598
H 18.92258 15.45217 23.63834 -1.165
H 17.49082 13.85424 25.69490 0.489
H 16.77068 14.40046 24.09097 0.279
H 15.21302 15.18844 25.84612 0.334
H 15.67778 16.83750 26.48286 0.286
H 16.24354 15.37347 27.23072 0.319
H 19.92343 14.12683 26.06795 0.336
H 19.82438 15.80671 25.69744 0.027
C 14.17239 16.00440 11.80294 -1.820
C 14.69926 16.70831 13.02252 2.150
C 14.01845 18.10274 13.15269 -1.220
O 14.48954 18.69611 14.30372 0.148
C 14.17131 20.07553 14.39726 -0.870
N 14.61068 15.95306 14.24015 -0.428
H 14.69186 15.09492 11.59387 0.389
H 14.42514 16.54571 10.92868 0.440
H 13.08149 15.88229 11.99178 0.411
H 15.76048 16.92006 12.86483 -1.105
H 12.91730 17.93281 13.17821 0.352
H 14.20322 18.77912 12.27514 0.400
H 13.15480 20.14831 14.79202 0.452
H 14.28328 20.61412 13.44249 0.431
H 14.91870 20.58229 15.03036 -0.095
H 14.92318 16.48687 15.02841 0.084
H 13.66590 15.54496 14.41764 0.203
C 23.09244 11.55497 20.57223 -1.387
C 23.41596 13.07630 20.67148 1.839
C 22.77997 13.59802 21.98247 -0.530
O 23.15160 14.98457 22.04354 -0.393
C 22.39888 15.80802 22.89706 0.146
N 24.90220 13.20530 20.53862 -0.606
H 22.03750 11.39888 20.72742 0.322
H 23.64045 11.09161 21.41684 0.468
H 23.37983 11.03242 19.67562 0.145
H 22.92707 13.61753 19.84971 -1.073
H 23.10251 12.97427 22.83961 0.485
H 21.69115 13.52050 21.88715 -0.313
H 22.76061 16.82419 22.79612 -0.205
H 22.66691 15.54263 23.95904 0.705
H 21.30266 15.80449 22.79053 -0.441
H 25.15996 14.16512 20.65866 0.271
H 25.40587 12.71430 21.29987 0.324
C 17.82396 13.18326 15.40104 -1.128
C 18.01204 13.90420 14.07289 2.483
C 19.15707 13.31270 13.25724 -2.033
O 20.35088 13.22646 13.97402 0.739
C 21.41112 12.74799 13.12834 -0.886
N 16.79464 13.83775 13.28640 -0.310
H 16.98091 13.64408 15.95160 0.210
H 18.72895 13.10886 16.04835 -0.559
H 17.49406 12.17141 15.11666 1.127
H 18.16622 14.97012 14.30051 -1.086
H 19.33113 13.85999 12.35338 0.326
H 18.89895 12.29349 12.94619 0.434
H 21.57855 13.39865 12.25395 0.401
H 21.14712 11.73708 12.78494 0.305
H 22.29724 12.72138 13.77165 -0.081
H 16.43751 12.87943 13.31842 0.374
H 16.14819 14.52985 13.69248 0.098
C 22.63763 15.73920 14.79246 1.813
C 24.01895 16.43695 14.95394 -0.186
C 24.09220 17.11585 16.28302 -1.105
O 23.05620 18.09738 16.50173 0.314
C 23.00755 19.13490 15.49442 -0.926
N 25.12144 15.47750 14.95359 -0.781
H 22.50952 15.17166 13.87186 0.874
H 21.83279 16.47224 14.70990 -1.194
H 22.44439 15.09444 15.66201 -1.154
H 24.15463 17.07279 14.08231 0.457
H 25.03573 17.55876 16.58086 0.443
H 23.93719 16.36358 17.05032 0.167
H 23.90490 19.73840 15.43204 0.368
H 22.17776 19.76339 15.80005 0.217
H 22.73646 18.66468 14.57853 0.097
H 24.94132 14.85002 15.73657 0.151
H 25.10675 14.82410 14.19561 0.390
C 24.42251 10.84516 16.55075 -1.919
C 23.50829 11.97804 16.41977 1.160
C 22.06376 11.61508 16.69873 0.655
O 21.57632 10.51460 15.90034 -0.453
C 20.26489 10.04216 16.10777 -0.467
N 24.04129 13.14910 17.22994 -0.382
H 25.44655 11.13180 16.39551 0.492
H 24.13105 10.07627 15.82403 0.362
H 24.40079 10.29424 17.46141 0.338
H 23.50482 12.36376 15.40179 -0.484
H 21.39693 12.44409 16.49708 -0.454
H 21.99965 11.22411 17.72951 0.463
H 20.09821 9.82583 17.16352 0.322
H 20.18445 9.12600 15.51418 0.312
H 19.44161 10.73221 15.87759 0.002
H 23.38787 13.94473 17.19735 -0.326
H 24.28123 12.93188 18.18989 0.312
C 14.11084 15.95408 19.46250 0.253
C 13.08422 15.84399 20.51504 0.506
C 12.45709 17.23450 20.70296 -0.201
O 11.28692 17.18108 21.48284 -0.442
C 10.72594 18.46452 21.81813 -0.670
N 12.10831 14.77166 20.14032 -0.475
H 14.70768 15.05028 19.36632 -0.385
H 14.78691 16.78822 19.75775 -0.967
H 13.68568 16.20472 18.49364 0.850
H 13.53778 15.54469 21.47106 -0.054
H 12.16528 17.59726 19.71570 0.265
H 13.15923 17.96275 21.15402 0.080
H 11.35927 18.99497 22.57274 0.243
H 9.73730 18.28643 22.21014 0.313
H 10.68805 19.11493 20.95283 0.241
H 11.18238 14.96770 20.46437 0.261
H 11.91241 14.82292 19.13080 0.271
C 17.07694 20.80418 24.83448 -1.434
C 17.00306 19.30917 24.82143 0.620
C 17.56767 18.82066 23.50298 1.610
O 16.72789 19.10781 22.40394 -0.053
C 15.84301 18.06338 22.00186 0.618
N 17.70420 18.72063 25.99271 -0.579
H 18.11171 21.17483 24.89276 0.057
H 16.43752 21.20266 25.66210 0.472
H 16.71403 21.25538 23.90722 0.303
H 15.93422 19.01264 24.91324 0.208
H 17.75306 17.72106 23.53220 -1.222
H 18.49519 19.35606 23.26263 -0.429
H 15.70161 18.17165 20.94478 -0.887
H 14.90666 18.00550 22.57121 0.472
H 16.30395 17.09289 22.11260 -0.256
H 18.55378 19.22066 26.21464 0.060
H 17.89154 17.75488 25.83648 0.408
```

Values from the calculation:
HOMO-LUMO gap: 8.678 eV
E_HOMO: -8.30 eV
Strongest force on any atom: 0.05164 hartree/bohr
ΔE to the lowest compared entry with this formula, charge and spin: 6.97 kcal per mole
Multiplicity: 1
Energy: -155151.5193 eV